The following is a quantum chemistry calculation of a 10-piece molecular cluster, C42H76O11 overall, from OMol25.

- LUMO: -1.272 eV
- Energy relative to the best compared isomer or geometry (same formula, charge and spin): 30.42 kcal per mole
- SMILES string: O=C1C=CC(=O)C=C1.C1CCOC1.C1CCOC1.C1CCOC1.C1CCOC1.C1CCOC1.C1CCOC1.C1CCOC1.C1CCOC1.C1CCOC1
- Kohn-Sham gap: 8.09 eV

XYZ file:
```
129
Properties=species:S:1:pos:R:3:forces:R:3:mulliken_charge:R:1
O 1.995776 -1.290740 -6.459486 0.11 -2.09 1.58 -0.61
C 2.214206 -2.084079 -5.513030 0.24 3.14 -1.12 0.40
C 2.788947 -3.391941 -5.691801 0.12 -0.44 -1.51 -0.64
C 3.287083 -4.081503 -4.696528 0.75 -0.24 2.22 -0.55
C 3.242496 -3.516335 -3.261574 -1.46 1.50 -2.84 0.00
O 3.576562 -4.193521 -2.362752 1.09 -1.63 2.47 -0.53
C 2.671252 -2.129071 -3.070955 -0.03 -0.65 -0.66 -0.24
C 2.148878 -1.522864 -4.148710 0.12 -0.51 0.86 0.21
H 2.930507 -3.687244 -6.713592 -0.20 -0.31 -0.40 0.46
H 3.822542 -5.044535 -4.760323 -0.43 0.60 -0.20 0.40
H 2.647041 -1.752223 -2.040244 -0.05 0.03 -0.53 0.71
H 1.675681 -0.571170 -4.118023 -0.34 0.64 0.21 0.35
C -1.490513 -2.296092 -4.635286 0.78 -0.85 0.75 -0.53
C -1.412458 -1.305457 -5.795246 -0.15 -0.96 -1.15 -0.77
C -1.372518 0.047518 -5.128259 0.05 -0.57 0.43 -1.03
O -0.795401 -0.230484 -3.863789 1.13 1.38 0.26 0.77
C -1.413153 -1.377249 -3.375377 -0.79 -0.89 -1.82 -0.27
H -0.631982 -3.009362 -4.620269 -0.58 0.45 -0.17 0.17
H -2.404603 -2.891517 -4.682900 0.13 0.02 0.25 0.26
H -2.303501 -1.397464 -6.430218 0.27 0.04 0.00 0.40
H -0.526321 -1.542157 -6.420165 -0.51 0.55 0.33 0.08
H -2.400528 0.384871 -4.898858 0.32 0.29 -0.71 0.50
H -0.717825 0.726711 -5.674543 -0.41 0.41 0.23 0.41
H -2.458437 -1.153601 -3.167520 -0.16 0.15 0.90 0.02
H -0.823565 -1.759706 -2.563372 -0.10 -0.24 0.47 0.16
C 2.923649 1.905221 -2.594504 -0.73 -0.72 -1.55 0.24
C 2.505794 2.637749 -3.919350 0.25 0.00 1.40 -1.03
C 1.038912 2.826593 -3.620282 -1.69 0.10 -1.06 0.30
O 0.870844 2.817777 -2.201229 -0.69 0.52 -0.38 0.03
C 2.106133 2.654479 -1.609802 1.62 1.11 1.36 -0.21
H 3.998219 1.847968 -2.515544 0.20 -0.04 0.52 0.58
H 2.437782 0.903083 -2.570687 0.78 0.23 -0.45 -0.51
H 2.776299 2.046325 -4.773073 -0.31 -0.25 -0.58 0.42
H 2.956997 3.625473 -4.026462 0.43 -0.13 0.22 0.35
H 0.469677 1.949118 -3.989280 0.04 0.59 -0.04 -0.58
H 0.578859 3.787846 -4.009913 0.59 -1.11 0.22 0.42
H 1.975378 2.162228 -0.651107 0.01 -0.18 0.17 -0.30
H 2.626095 3.616895 -1.416734 -0.40 0.08 0.12 0.25
C 4.411823 0.067697 0.008864 0.31 -0.77 1.52 0.64
C 4.830187 1.494715 0.472243 -0.23 -0.81 -0.08 -0.64
C 4.410587 1.536385 1.977812 0.47 -0.59 -1.04 -0.28
O 3.757343 0.304557 2.271635 0.14 0.30 0.09 -0.17
C 4.225730 -0.694289 1.377896 0.86 1.08 -0.70 -0.86
H 5.141494 -0.440697 -0.613360 0.31 0.09 -0.02 0.58
H 3.478343 -0.023847 -0.508542 -0.68 0.59 -0.32 -0.71
H 4.340637 2.247819 -0.136142 -0.14 0.17 0.12 0.12
H 5.908950 1.638493 0.337899 -0.21 -0.08 0.19 0.37
H 3.734052 2.337566 2.186021 -0.55 0.49 0.18 -0.01
H 5.290463 1.665403 2.597260 0.28 -0.06 0.29 0.41
H 3.452468 -1.450044 1.365572 0.25 -0.37 -0.15 0.36
H 5.209889 -1.092483 1.706793 -0.53 -0.01 0.02 0.33
C -3.392815 -3.018542 0.311482 0.10 0.39 0.63 -0.28
C -4.116794 -2.361407 -0.828294 -1.92 0.56 -1.17 0.75
C -3.905494 -3.367330 -1.943649 -0.09 0.24 -0.64 -0.79
O -2.600956 -3.845770 -1.747991 1.17 -0.71 0.69 -0.49
C -2.167230 -3.588810 -0.368344 -0.55 -0.14 -1.01 0.21
H -4.008652 -3.813798 0.761168 0.27 0.42 0.13 0.31
H -3.093570 -2.218826 1.002612 -0.24 -0.62 0.41 0.05
H -3.686711 -1.382741 -1.069638 0.03 -0.22 -0.03 -0.90
H -5.225964 -2.210671 -0.704577 1.06 -0.04 0.29 0.54
H -4.002164 -3.066674 -3.006854 0.21 0.51 0.65 0.22
H -4.650260 -4.148391 -1.864496 -0.21 -0.66 0.36 0.42
H -1.374442 -2.863738 -0.417823 0.44 0.55 -0.08 -0.39
H -1.734562 -4.466380 0.113925 -0.34 -0.29 -0.27 0.42
C -2.533551 3.119704 -2.001993 -0.16 0.44 0.08 0.55
C -3.724317 2.961340 -1.018466 0.09 -0.32 -0.82 -0.89
C -4.375838 1.686980 -1.571942 1.37 -0.80 0.57 0.58
O -4.196962 1.690315 -3.001747 0.62 0.84 0.66 -0.50
C -3.108146 2.670169 -3.346988 -1.93 -0.78 -0.35 -0.07
H -1.686347 2.492860 -1.689368 -0.22 0.22 -0.24 -0.66
H -2.210410 4.170211 -2.046467 0.13 -0.36 0.02 0.57
H -4.404853 3.800659 -1.159057 -0.01 0.15 0.31 0.45
H -3.412785 2.838641 0.035255 -0.21 0.23 -0.52 0.25
H -5.431557 1.548866 -1.299252 0.28 0.09 -0.32 0.41
H -3.759775 0.848455 -1.094560 -0.94 0.58 -0.77 -0.64
H -3.630271 3.452926 -3.986025 0.80 -0.55 1.03 0.23
H -2.451941 2.100623 -4.012211 0.25 0.44 0.41 -0.28
C 0.064242 5.412259 2.207134 0.70 -2.27 0.57 -0.77
C 1.187539 4.652599 3.027297 -0.19 0.00 -1.81 -0.69
C 0.761091 3.175387 2.870746 -1.88 1.54 1.14 0.42
O 0.073408 3.079751 1.642103 0.00 0.70 -1.76 -0.20
C -0.162233 4.400740 1.037179 -1.00 0.10 0.78 0.07
H 0.385087 6.390789 1.929502 0.10 0.63 -0.40 0.44
H -0.806810 5.462465 2.848285 -0.39 0.16 -0.07 0.29
H 1.310759 4.990959 4.047878 -0.01 0.00 0.14 0.47
H 2.120199 4.819434 2.446186 -0.22 -0.16 0.59 0.24
H -0.020046 2.915889 3.616835 0.55 0.21 0.20 0.10
H 1.534059 2.455665 2.991582 0.89 -0.57 -0.39 -0.49
H -1.224992 4.433558 0.617931 1.34 -0.22 0.70 -0.05
H 0.506623 4.587534 0.187755 0.12 -0.23 0.23 0.07
C -2.893269 -1.692559 4.515280 -0.41 -0.45 -0.68 -0.03
C -2.396189 -3.053863 3.853995 -1.91 1.36 -0.59 0.58
C -1.810119 -3.835877 5.045716 0.30 0.91 -0.82 -0.64
O -2.097162 -3.051258 6.220960 -0.50 0.19 -0.09 -0.47
C -3.199047 -2.112212 5.924793 0.88 -1.82 -0.73 -0.71
H -3.804102 -1.318043 4.009485 0.54 -0.04 0.11 0.45
H -2.136529 -0.892715 4.561444 -0.14 -0.47 -0.39 -0.20
H -1.807546 -2.787281 2.977435 0.75 -0.38 0.44 -0.45
H -3.298010 -3.531978 3.346306 0.94 0.24 1.09 0.18
H -0.724047 -4.003638 4.919525 -0.32 0.47 0.43 0.34
H -2.230027 -4.828353 5.058980 -0.51 -0.37 0.49 0.36
H -3.220307 -1.295591 6.610206 0.39 0.35 0.76 0.42
H -4.148491 -2.648541 5.988086 -0.07 -0.08 0.03 0.32
C 1.614286 -0.350476 4.638833 0.11 -0.41 -0.82 1.24
C 0.496708 -0.643845 5.660041 0.56 0.17 -0.28 0.34
C 1.254101 -0.488010 6.980821 -0.61 1.16 0.39 -0.65
O 2.276743 0.471521 6.757124 0.80 -0.40 -1.56 -0.47
C 2.846758 -0.031794 5.517793 -0.44 -1.48 0.37 -0.61
H 1.361372 0.490796 3.994905 0.03 0.17 0.16 -1.10
H 1.714299 -1.203156 3.917802 0.42 0.61 0.77 0.20
H 0.110649 -1.641874 5.503012 -0.20 -0.21 0.28 -0.48
H -0.308193 0.061046 5.504229 -0.26 0.23 0.36 0.20
H 1.671654 -1.442891 7.243410 0.42 -0.59 0.31 0.39
H 0.740168 -0.063932 7.835671 -0.64 -0.34 0.04 0.33
H 3.331451 -1.000208 5.797510 -0.05 0.53 -0.33 0.29
H 3.597150 0.579766 5.033266 -0.13 0.56 0.31 0.31
C -1.304598 0.196170 0.441752 -1.86 0.66 0.81 1.48
C -0.615839 -0.573679 1.593445 1.55 -0.53 -1.83 0.29
C 0.871020 -0.459264 1.111121 0.65 -0.83 0.53 -0.26
O 0.866949 -0.409635 -0.310526 -1.04 0.35 0.15 0.14
C -0.260465 0.471143 -0.622344 0.83 -1.01 -0.91 0.71
H -1.639351 1.193516 0.840540 0.16 -0.91 -0.33 0.13
H -2.233860 -0.325681 0.102337 0.88 0.31 0.00 -1.32
H -0.853654 -1.642685 1.635680 -0.28 0.30 -0.14 -0.57
H -0.789909 -0.129184 2.547804 0.01 0.29 0.68 0.24
H 1.571639 -1.300721 1.355154 -1.05 0.58 0.14 0.09
H 1.321525 0.441882 1.525306 0.05 0.25 -0.03 -0.19
H -0.532348 0.258291 -1.690808 0.10 0.44 1.17 0.34
H 0.107265 1.486293 -0.514372 -0.24 0.11 -0.13 -1.41
```
Forces are in eV/Å.